# 1
DFT (the ωB97M-V functional and the def2-TZVPD basis) results for C31H35AsBF6NO3ReSi2 as an isolated structure.

XYZ file:
```
81
Properties=species:S:1:pos:R:3
Re -0.353 0.971 -0.558
F -2.299 5.421 1.955
C -1.884 4.810 0.823
C -1.501 3.475 0.897
C -1.119 2.799 -0.268
C -1.317 3.434 -1.523
C -1.613 4.792 -1.530
F -1.407 5.528 -2.683
C -1.906 5.531 -0.379
C -0.986 2.646 -2.758
C -1.351 2.984 -4.059
C -1.082 2.070 -5.078
C -0.204 1.037 -4.790
C 0.228 0.767 -3.487
N -0.245 1.525 -2.484
H -1.557 2.890 1.851
H -2.146 6.597 -0.434
H -1.838 3.957 -4.272
H -1.482 2.220 -6.062
H 0.149 0.335 -5.557
H 1.021 0.029 -3.304
O 0.168 -1.016 -1.207
C -0.827 -2.087 -1.199
C -2.173 -1.285 -1.016
O -3.277 -1.697 -1.331
O -1.888 -0.109 -0.451
C -0.799 -2.761 -2.524
C -0.017 -3.907 -2.687
C 0.023 -4.520 -3.952
C -0.719 -4.034 -5.011
C -1.423 -2.865 -4.870
C -1.444 -2.212 -3.662
C -0.635 -3.043 -0.040
C 0.498 -3.028 0.783
C 0.672 -4.011 1.787
C -0.341 -4.922 2.084
C -1.514 -4.896 1.285
C -1.599 -4.025 0.220
H 1.110 -1.309 -1.198
H 0.568 -4.384 -1.879
H 0.625 -5.412 -4.111
H -0.688 -4.596 -5.941
H -1.983 -2.488 -5.700
H -1.997 -1.291 -3.557
H 1.330 -2.316 0.549
H 1.605 -4.050 2.336
H -0.233 -5.586 2.939
H -2.308 -5.595 1.397
H -2.461 -3.983 -0.442
C -0.455 -1.545 4.161
Si -0.842 0.175 3.359
C -2.692 0.113 2.735
C -0.798 1.407 4.823
As 0.766 0.555 1.600
Si 2.885 1.326 2.451
C 2.854 1.598 4.363
C 4.265 0.094 2.000
C 3.110 3.078 1.762
H -1.119 -1.686 5.037
H 0.588 -1.702 4.432
H -0.641 -2.345 3.466
H -3.425 0.205 3.489
H -2.782 -0.892 2.240
H -2.849 0.800 1.896
H -1.508 2.193 4.614
H 0.168 1.852 4.993
H -1.096 0.886 5.749
H 2.322 0.738 4.845
H 2.443 2.561 4.702
H 3.864 1.503 4.720
H 4.309 -0.623 2.804
H 5.233 0.595 1.878
H 4.036 -0.476 1.123
H 2.680 3.780 2.432
H 2.723 3.187 0.747
H 4.217 3.201 1.773
F 3.099 1.448 -2.835
B 2.929 1.387 -1.466
F 1.796 2.292 -1.021
F 4.054 1.795 -0.738
F 2.484 0.108 -1.039
```

Output
multiplicity	4
net charge	0
Kohn-Sham gap (alpha / beta)	6.210 / 6.477	eV
molecular weight	911.7	g/mol
HOMO (alpha / beta)	-7.187 / -7.630	eV

# 2
DFT (the ωB97M-V functional and the def2-TZVPD basis) results for C31H35AsN4O10P2S2Ti as an isolated structure.

XYZ file:
```
86
Properties=species:S:1:pos:R:3
Ti 0.503 -0.525 -2.029
O -3.708 -0.933 -2.152
C -2.515 -0.922 -1.832
N -1.588 0.007 -2.071
C -2.098 1.212 -2.699
C -2.570 2.257 -1.709
C -2.334 3.607 -1.969
C -2.788 4.561 -1.078
C -3.499 4.144 0.039
C -3.693 2.784 0.210
N -3.233 1.854 -0.623
C -1.968 -2.067 -1.018
C -2.767 -3.126 -0.624
C -2.209 -4.105 0.178
C -0.885 -3.977 0.570
C -0.154 -2.893 0.112
N -0.687 -1.968 -0.677
H -1.328 1.665 -3.322
H -2.955 0.957 -3.334
H -1.743 3.888 -2.828
H -2.562 5.607 -1.245
H -3.877 4.848 0.770
H -4.240 2.417 1.076
H -3.796 -3.138 -0.955
H -2.801 -4.950 0.510
H -0.410 -4.707 1.213
H 0.889 -2.759 0.365
C 1.792 0.613 2.610
P 0.148 0.652 1.788
C 0.023 2.450 1.416
C -0.940 0.627 3.293
C -2.409 0.595 2.855
P -2.929 -1.105 2.352
C -3.639 -1.664 3.968
C -4.490 -0.694 1.474
H 1.926 1.444 3.309
H 2.583 0.636 1.857
H 1.896 -0.330 3.152
H 0.107 3.061 2.321
H -0.920 2.671 0.911
H 0.827 2.725 0.736
H -0.731 1.498 3.925
H -0.689 -0.265 3.878
H -2.545 1.228 1.975
H -3.082 0.973 3.633
H -4.401 -0.973 4.342
H -2.840 -1.741 4.709
H -4.084 -2.654 3.855
H -5.131 -0.036 2.071
H -5.039 -1.611 1.249
H -4.248 -0.209 0.525
O 0.299 -2.082 -3.032
As 3.325 -1.750 -0.371
O 4.352 -0.555 0.126
O 1.777 -0.791 -0.875
C 3.815 -2.324 -2.273
C 4.263 -3.643 -2.222
C 4.651 -4.354 -3.351
C 4.578 -3.746 -4.591
C 4.125 -2.437 -4.681
C 3.753 -1.731 -3.541
S 3.211 -0.045 -3.830
O 3.471 0.220 -5.226
O 1.722 -0.085 -3.615
O 3.878 0.788 -2.869
H 0.788 -2.037 -3.860
H 4.300 -4.137 -1.254
H 4.998 -5.377 -3.259
H 4.867 -4.282 -5.488
H 4.062 -1.934 -5.636
O 2.072 5.441 -3.862
S 1.460 5.002 -2.633
O 0.617 5.968 -1.961
N 0.666 3.600 -2.820
C 1.161 2.655 -2.041
O 0.614 1.533 -1.875
C 2.400 3.055 -1.296
C 3.214 2.275 -0.499
C 4.323 2.879 0.081
C 4.596 4.228 -0.128
C 3.778 5.008 -0.943
C 2.689 4.387 -1.516
H 3.048 1.215 -0.372
H 4.985 2.264 0.678
H 5.471 4.675 0.330
H 3.995 6.051 -1.133
```

Output
multiplicity	1
net charge	-2
Kohn-Sham gap	6.820	eV
molecular weight	872.5	g/mol
HOMO	-2.618	eV

# 3
DFT (the ωB97M-V functional and the def2-TZVPD basis) results for C31H35BrN5V as an isolated structure.

XYZ file:
```
73
Properties=species:S:1:pos:R:3
V -0.076 -1.452 -0.380
C -0.148 5.174 -0.658
C 1.002 4.938 0.281
C 1.861 5.964 0.654
C 2.906 5.748 1.538
C 3.088 4.495 2.100
C 2.244 3.456 1.747
C 1.232 3.666 0.813
N 0.365 2.614 0.424
C 0.692 1.330 0.126
N 1.986 1.075 -0.071
C 2.670 -0.160 -0.011
C 1.994 -1.368 0.223
C 2.850 -2.472 0.386
C 4.226 -2.395 0.271
C 4.834 -1.184 -0.015
C 4.066 -0.043 -0.147
C 4.734 1.281 -0.421
N -0.253 0.404 -0.033
C -1.586 0.926 0.100
C -2.206 0.930 1.344
C -3.441 1.536 1.504
C -4.057 2.143 0.421
C -3.437 2.137 -0.820
C -2.196 1.535 -1.003
C -1.515 1.537 -2.344
H -0.200 6.223 -0.940
H -1.100 4.909 -0.189
H -0.051 4.578 -1.568
H 1.707 6.952 0.238
H 3.569 6.561 1.803
H 3.872 4.323 2.825
H 2.343 2.486 2.218
H -0.612 2.847 0.321
H 2.587 1.885 -0.063
H 2.460 -3.453 0.623
H 4.828 -3.286 0.392
H 5.909 -1.121 -0.120
H 5.800 1.128 -0.576
H 4.628 1.973 0.418
H 4.339 1.759 -1.320
H -1.699 0.457 2.177
H -3.918 1.537 2.476
H -5.019 2.623 0.543
H -3.917 2.621 -1.661
H -2.193 1.887 -3.119
H -1.178 0.530 -2.604
H -0.637 2.187 -2.342
C -3.110 -3.461 -1.426
C -2.937 -2.464 -0.246
C -3.061 -3.209 1.101
C -4.079 -1.438 -0.312
N -1.666 -1.818 -0.368
H -3.591 -4.375 -1.077
H -2.150 -3.722 -1.864
H -3.722 -3.020 -2.211
H -2.465 -4.117 1.095
H -4.100 -3.487 1.276
H -2.730 -2.561 1.914
H -5.021 -1.964 -0.468
H -3.920 -0.739 -1.133
H -4.143 -0.874 0.614
Br 0.559 -2.780 -2.676
C 0.358 -4.013 -1.231
C 0.388 -5.379 -1.402
C 0.311 -6.154 -0.253
C 0.222 -5.530 0.983
C 0.179 -4.149 1.034
N 0.227 -3.401 -0.069
H 0.470 -5.815 -2.386
H 0.339 -7.232 -0.327
H 0.176 -6.105 1.896
H 0.109 -3.612 1.971
```

Output
multiplicity	2
net charge	+1
Kohn-Sham gap (alpha / beta)	7.913 / 7.861	eV
molecular weight	608.5	g/mol
HOMO (alpha / beta)	-10.588 / -10.614	eV

# 4
DFT (the ωB97M-V functional and the def2-TZVPD basis) results for C31H35ClFeN2Si2 as an isolated structure.

XYZ file:
```
72
Properties=species:S:1:pos:R:3
C 2.890 -4.403 -1.134
C 2.600 -3.483 -2.196
C 3.321 -2.264 -1.942
H 2.004 -3.678 -3.084
C 4.057 -2.445 -0.711
C 3.778 -3.761 -0.216
H 4.228 -4.210 0.664
H 2.569 -5.441 -1.076
H 3.360 -1.399 -2.591
H 4.741 -1.730 -0.273
Fe 1.860 -2.368 -0.305
Si -2.273 -0.353 1.667
C -3.025 -0.440 -0.072
C -4.169 0.292 -0.386
H -4.624 0.939 0.369
C -4.693 0.229 -1.680
H -5.561 0.842 -1.927
C -4.094 -0.579 -2.657
H -4.495 -0.584 -3.673
C -3.000 -1.382 -2.319
H -2.522 -2.011 -3.079
C -2.530 -1.360 -1.003
H -1.742 -2.054 -0.709
C -0.313 -0.077 0.980
C 0.284 -0.322 -0.343
H -0.335 -0.524 -1.218
C 1.565 0.352 -0.614
H 1.841 0.514 -1.659
C 2.589 0.181 0.407
H 3.650 0.215 0.137
C 2.125 0.146 1.711
H 2.813 0.024 2.557
C 0.719 0.361 1.932
H 0.402 0.701 2.925
H -1.436 -1.528 2.135
Si 0.488 1.524 0.321
C 1.212 3.221 0.937
C 1.348 4.281 0.023
H 1.138 4.119 -1.041
C 1.705 5.567 0.452
H 1.751 6.378 -0.276
C 1.998 5.806 1.802
H 2.281 6.807 2.136
C 1.949 4.740 2.706
H 2.208 4.886 3.754
C 1.566 3.463 2.276
H 1.541 2.659 3.014
C -0.928 2.377 -0.660
C -0.962 2.324 -2.047
H -0.111 1.927 -2.606
C -2.080 2.826 -2.731
H -2.104 2.780 -3.820
C -3.169 3.361 -2.029
H -4.069 3.701 -2.562
C -3.119 3.412 -0.631
H -3.983 3.776 -0.064
C -1.975 2.966 0.041
H -1.913 3.075 1.124
H -3.441 -0.914 2.224
Cl -2.291 1.263 3.014
N 0.224 -3.807 -0.365
C -0.373 -4.205 0.951
C 0.630 -3.938 2.043
N 1.385 -2.695 1.722
H -0.503 -3.406 -0.959
H 0.472 -4.674 -0.851
H -1.296 -3.631 1.118
H -0.622 -5.276 0.950
H 0.121 -3.804 3.009
H 1.329 -4.777 2.123
H 0.786 -1.901 1.983
H 2.221 -2.606 2.307
```

Output
multiplicity	5
net charge	0
Kohn-Sham gap (alpha / beta)	6.701 / 6.518	eV
molecular weight	583.1	g/mol
HOMO (alpha / beta)	-6.659 / -6.792	eV

# 5
DFT (the ωB97M-V functional and the def2-TZVPD basis) results for C31H35GeN13O5Se2Ti as an isolated structure.

XYZ file:
```
88
Properties=species:S:1:pos:R:3
Ti 0.600 -0.651 -0.942
C -1.041 5.037 3.422
N -1.295 3.742 2.811
C -1.477 3.424 1.522
N -1.615 2.125 1.384
C -1.502 1.677 2.662
N -1.301 2.620 3.558
C 0.413 5.443 3.359
C 1.158 5.573 4.523
C 2.496 5.942 4.466
C 3.110 6.159 3.248
C 2.374 6.012 2.074
C 1.027 5.672 2.134
C 3.030 6.173 0.780
N 4.201 6.632 0.512
N 4.373 6.505 -0.855
C 3.303 5.962 -1.314
O 2.390 5.725 -0.333
C 2.997 5.526 -2.672
C 3.937 5.677 -3.690
C 3.660 5.186 -4.950
C 2.460 4.537 -5.209
C 1.513 4.397 -4.209
C 0.193 3.707 -4.463
N -0.145 2.780 -3.388
C 0.609 1.844 -2.819
N -0.076 1.290 -1.829
C -1.281 1.926 -1.858
N -1.356 2.844 -2.786
C 1.782 4.902 -2.939
H -1.362 4.950 4.456
H -1.678 5.772 2.929
H -1.520 4.157 0.732
H -1.567 0.636 2.934
H 0.690 5.384 5.481
H 3.064 6.042 5.382
H 4.157 6.425 3.185
H 0.465 5.571 1.215
H 4.881 6.160 -3.472
H 4.394 5.288 -5.739
H 2.267 4.132 -6.196
H 0.195 3.180 -5.416
H -0.628 4.422 -4.475
H 1.618 1.580 -3.097
H -2.075 1.727 -1.157
H 1.056 4.780 -2.145
N 3.373 -0.660 2.212
C 3.052 0.003 1.110
N 1.802 -0.281 0.802
C 1.417 -1.201 1.752
N 2.355 -1.448 2.637
C 0.096 -1.778 1.667
C -0.411 -2.649 2.613
N -1.654 -3.123 2.575
C -2.400 -2.667 1.535
C -1.920 -1.837 0.562
N -0.629 -1.384 0.555
H 4.265 -0.702 2.670
H 3.723 0.633 0.554
H 0.227 -2.962 3.432
H -3.431 -2.997 1.490
H -2.556 -1.509 -0.250
O 1.485 -2.466 -1.159
Se 2.911 -1.891 -1.896
O 3.196 -2.650 -3.273
O 2.273 -0.347 -2.165
O 4.099 -1.823 -0.822
C -2.110 -6.398 -2.294
Ge -0.748 -4.998 -2.034
C -0.259 -4.988 -0.146
C 0.751 -5.392 -3.222
C -1.802 -3.394 -2.586
Se -1.127 -1.596 -2.906
C 0.102 -1.950 -4.363
H -1.703 -7.372 -2.016
H -2.432 -6.451 -3.336
H -2.988 -6.210 -1.672
H 0.245 -5.930 0.084
H -1.149 -4.919 0.482
H 0.414 -4.169 0.091
H 1.135 -6.384 -2.975
H 1.568 -4.680 -3.125
H 0.421 -5.415 -4.263
H -2.588 -3.256 -1.842
H -2.315 -3.655 -3.513
H 0.862 -2.657 -4.045
H 0.589 -1.009 -4.607
H -0.458 -2.316 -5.218
```

Output
multiplicity	3
net charge	0
Kohn-Sham gap (alpha / beta)	5.361 / 8.223	eV
molecular weight	948.1	g/mol
HOMO (alpha / beta)	-5.816 / -8.678	eV

# 6
DFT (the ωB97M-V functional and the def2-TZVPD basis) results for C31H36BCl2F2N6O2S2V as an isolated structure.

XYZ file:
```
83
Properties=species:S:1:pos:R:3
V -0.077 0.051 0.317
C 1.312 -0.703 2.962
C 1.716 -0.494 1.531
N 1.582 0.729 1.024
N 2.495 1.203 0.126
C 1.953 1.863 -0.844
S 0.250 1.999 -1.110
S 3.043 2.640 -2.001
C 4.422 1.448 -2.016
C 5.433 1.557 -0.911
C 5.628 0.495 -0.034
C 6.581 0.578 0.969
C 7.349 1.725 1.112
C 7.161 2.788 0.241
C 6.210 2.701 -0.765
C 2.492 -1.492 0.814
C 3.412 -2.348 1.423
C 4.161 -3.237 0.680
C 3.975 -3.284 -0.707
C 3.045 -2.488 -1.333
C 2.231 -1.588 -0.594
O 1.284 -0.922 -1.144
H 0.846 0.199 3.355
H 2.204 -0.912 3.560
H 0.631 -1.548 3.077
H 4.903 1.631 -2.979
H 3.984 0.450 -2.041
H 5.016 -0.394 -0.129
H 6.714 -0.257 1.647
H 8.085 1.793 1.903
H 7.754 3.688 0.346
H 6.054 3.538 -1.436
H 3.566 -2.287 2.494
H 4.889 -3.877 1.161
H 4.569 -3.969 -1.302
H 2.886 -2.547 -2.403
F -2.545 0.720 2.178
B -1.328 1.122 1.721
F -0.991 2.291 2.303
Cl -1.924 -0.706 -2.556
C -2.292 -1.301 -4.176
Cl -3.923 -1.995 -4.296
H -1.584 -2.079 -4.434
H -2.239 -0.474 -4.874
C -0.546 -3.786 -0.601
C -0.968 -2.932 0.566
O -0.817 -1.639 0.465
C -1.535 -3.466 1.757
C -2.080 -2.596 2.731
C -2.629 -3.102 3.892
C -2.653 -4.475 4.131
C -2.113 -5.343 3.185
C -1.563 -4.856 2.015
H -0.575 -3.175 -1.502
H -1.175 -4.668 -0.722
H 0.493 -4.116 -0.482
H -2.066 -1.526 2.553
H -3.047 -2.419 4.623
H -3.084 -4.864 5.045
H -2.119 -6.411 3.368
H -1.134 -5.545 1.301
C -4.359 1.572 -0.498
N -3.100 2.205 -0.890
C -2.948 3.448 -0.128
N -4.067 4.373 -0.358
C -5.303 3.687 0.020
N -5.515 2.450 -0.738
C -5.534 2.794 -2.161
N -4.303 3.455 -2.599
C -3.180 2.551 -2.310
C -4.127 4.663 -1.790
H -4.315 1.317 0.561
H -4.487 0.654 -1.076
H -2.011 3.927 -0.419
H -2.900 3.214 0.936
H -6.149 4.358 -0.155
H -5.260 3.444 1.084
H -6.380 3.460 -2.353
H -5.669 1.878 -2.742
H -2.244 3.027 -2.611
H -3.311 1.636 -2.889
H -4.965 5.341 -1.981
H -3.200 5.157 -2.090
```

Output
multiplicity	2
net charge	-1
Kohn-Sham gap (alpha / beta)	5.109 / 4.833	eV
molecular weight	759.5	g/mol
HOMO (alpha / beta)	-3.801 / -3.413	eV

no.,electronic energy (a.u.),F_max (Eh/bohr)
1,-5000.10157,0.0948
2,-6738.36554,0.0036
3,-4993.89425,0.0408
4,-3614.51161,0.1218
5,-10019.61680,0.0138
6,-4567.38201,0.0850